Density functional theory data (ωB97M-V/def2-TZVPD) for a 2-piece molecular cluster, C5H8N2O2 overall at a distorted geometry.

Cartesian coordinates (Å):
C -0.2253 0.3431 2.7552
C 0.0792 -0.5267 1.8025
C -1.3562 0.9659 1.1057
C 0.5747 -1.3731 -1.0001
C -0.4714 -0.3622 -0.7090
N -1.1829 1.2410 2.3453
N -0.6292 -0.1551 0.6476
O -1.2716 0.0194 -1.5166
O 0.8986 1.2355 -2.3474
H 0.2184 0.3138 3.8323
H 0.9043 -1.1908 1.7844
H -1.9780 1.4709 0.3401
H 0.7327 -2.2123 -0.2273
H 0.6370 -1.6884 -1.9677
H 1.6123 -0.8769 -0.9212
H 0.5435 0.7379 -3.1014
H 0.9140 2.0580 -2.8224

Forces on the atoms, in the same order (eV/Å):
C 0.546 -0.156 3.564
C 1.086 -0.315 -1.671
C -0.916 -0.323 -2.092
C 3.769 0.493 3.278
C -0.520 -2.766 -0.194
N 0.080 0.551 0.024
N -0.687 2.544 2.351
O -0.240 0.582 -0.060
O 0.162 -0.208 -1.175
H -1.082 0.233 -2.227
H 0.218 -0.749 -0.064
H 0.358 -0.255 0.971
H -0.947 1.137 -1.298
H -0.681 -1.173 -2.547
H -1.424 -0.201 0.159
H -0.134 -0.717 0.662
H 0.412 1.324 0.320

Charge ... 0
Maximum force ... 5.02 eV Å⁻¹
Relative energy (zero: lowest compared OMol25 entry of this formula, charge and spin) ... 46.6 kcal per mole
SMILES ... CC(=O)n1ccnc1.O
HOMO level ... -9.4 eV
Calculated total energy ... -12388.913 eV

Density functional theory data (ωB97M-V/def2-TZVPD) for one molecule with the formula C5H8N2O2 at a distorted geometry.

Cartesian coordinates (Å):
C 1.3901 -0.5752 0.0561
C 1.6985 0.6040 -0.9716
C -0.7999 -1.2040 -0.8936
C -1.8407 -0.3804 -0.5465
C -1.9090 0.7773 0.3641
H 2.0129 -1.4494 1.9045
H 3.2740 -0.2557 1.0165
H 1.0339 0.6801 -1.8864
H -1.0502 -2.0636 -1.5383
H -3.0844 -0.6940 -0.7673
H -2.0884 0.4780 1.5639
H -3.0271 1.1857 0.0004
H -0.2646 1.8572 1.3279
N 2.3435 -0.7684 0.8915
N 0.3411 -1.2820 -0.0151
O 2.6440 1.3382 -0.8420
O -0.6736 1.7524 0.3360

Forces on the atoms, in the same order (eV/Å):
C -1.942 2.215 -4.110
C -0.124 -0.381 -0.317
C -1.202 0.974 2.320
C -2.196 -2.196 -1.049
C -1.292 1.430 2.746
H 1.504 2.755 -4.485
H -2.503 -0.694 -0.767
H 0.274 -0.254 0.982
H 0.676 0.428 0.396
H 4.125 0.679 -0.162
H 0.582 0.578 -3.151
H 3.398 0.408 1.310
H -1.958 -0.640 -3.642
N 3.107 -2.883 7.934
N -0.968 -0.607 -1.145
O -0.444 -0.481 0.218
O -1.037 -1.330 2.920

Charge ... 0
Maximum force ... 9.00 eV Å⁻¹
Relative energy (zero: lowest compared OMol25 entry of this formula, charge and spin) ... 144.8 kcal per mole
SMILES ... N/C(C=O)=N/C=C\CO
HOMO level ... -8.2 eV
Calculated total energy ... -12384.658 eV

Density functional theory data (ωB97M-V/def2-TZVPD) for one molecule with the formula C5H8N2O2 at a distorted geometry.

Cartesian coordinates (Å):
C 1.3416 -1.4988 -0.1492
C 1.8472 0.9077 -0.0443
C -1.2870 1.1009 -0.3250
C -1.2886 -1.1573 0.3539
C 0.7633 -0.1945 -0.4570
N 1.8915 -2.4560 0.1699
N -0.4274 0.1080 0.3034
O 1.6404 1.3316 1.1866
O 2.7765 1.2874 -0.6655
H -1.2867 1.0416 -1.3476
H -2.2440 1.1329 0.1792
H -0.8146 2.1959 -0.1445
H -1.7254 -1.3241 -0.7217
H -0.7907 -2.1228 0.6195
H -1.9092 -0.9209 1.1703
H 0.7251 -0.2555 -1.5133
H 0.7881 0.8238 1.3853

Forces on the atoms, in the same order (eV/Å):
C -0.082 -0.179 1.031
C -8.624 -3.208 2.178
C 2.203 4.002 3.082
C 1.099 -0.393 -1.759
C 2.247 0.793 0.343
N 0.298 -0.410 -0.097
N -0.487 -2.615 -0.674
O -0.768 -0.137 2.774
O 7.338 2.285 -5.027
H -0.603 -0.631 -2.673
H -0.209 -0.230 -0.289
H -0.930 -2.376 -0.190
H 0.160 0.369 2.211
H 0.160 1.183 -0.183
H -1.721 -0.103 0.371
H -0.637 0.731 -1.498
H 0.557 0.920 0.402

Charge ... 0
Maximum force ... 9.46 eV Å⁻¹
Relative energy (zero: lowest compared OMol25 entry of this formula, charge and spin) ... 85.8 kcal per mole
Spin multiplicity ... 3
HOMO level (alpha / beta) ... -5.2 / -10.7 eV
Calculated total energy ... -12382.872 eV